Entry 1:
ORCA calculation (ωB97M-V with the def2-TZVPD basis set) on a molecular structure, C22H45CeN2P3S at a distorted geometry.

Geometry as XYZ:
```
74
C22H45CeN2P3S | the Open Molecules 2025 dataset | ωB97M-V with the def2-TZVPD basis set
Ce -0.23211 -0.62953 0.26933
P 1.26333 -2.73697 -0.74270
P 2.35588 1.08009 -0.17871
P 0.16614 0.62227 -3.00386
H -4.38075 -1.18619 -0.52615
C -3.75880 -1.14057 -1.46366
C -2.73401 -2.19889 -1.61046
H -2.22476 -2.68368 -0.72104
C 1.30232 -3.70223 0.83096
C 2.99736 -2.53245 -1.20589
C 0.53955 -3.91955 -1.93810
C 1.91979 2.84161 -0.02129
C 3.42578 0.94325 1.30715
C 3.75468 1.12179 -1.40791
C -1.20155 0.10466 -4.16359
C 1.48638 -0.26192 -3.82095
C 0.63554 2.34560 -3.37763
H -4.30674 -0.70250 -2.36098
H -2.67209 -2.63801 -2.60392
H 0.52685 -3.36443 1.55219
H 2.28504 -3.60431 1.32393
H 1.10566 -4.76146 0.57756
H 3.48332 -1.76342 -0.57434
H 3.07308 -2.19128 -2.25192
H 3.52772 -3.49699 -1.07802
H -0.53593 -3.70153 -2.05447
H 0.68030 -4.93841 -1.54257
H 1.03927 -3.80314 -2.91176
H 2.82089 3.45982 -0.05204
H 1.43727 2.98442 0.94686
H 1.23219 3.18040 -0.79535
H 4.35263 1.52532 1.17767
H 3.70284 -0.10425 1.49426
H 2.87398 1.33385 2.17378
H 4.57025 1.74151 -0.96989
H 3.47209 1.55454 -2.38930
H 4.16098 0.09688 -1.56970
H -1.11017 0.61950 -5.14240
H -2.19154 0.33362 -3.71822
H -1.11180 -1.00088 -4.28018
H 1.51153 0.10746 -4.86763
H 1.31052 -1.33842 -3.86691
H 2.48582 -0.10698 -3.41452
H 0.28946 2.54601 -4.39756
H 1.73022 2.45266 -3.33624
H 0.17844 3.05751 -2.68531
C -3.23680 1.81238 0.07978
C -2.73740 3.09706 -0.23894
C -2.98447 4.14517 0.66857
C -3.73981 3.90218 1.85219
C -4.08589 2.58892 2.21648
C -3.97988 1.56578 1.24365
S -2.65372 0.46680 -0.86549
H -0.90805 0.53981 -1.92289
H -2.20108 3.25588 -1.19003
H -2.60054 5.16283 0.43755
H -4.02474 4.74358 2.50547
H -4.39897 2.33124 3.24213
H -4.42185 0.55899 1.38898
C -2.50075 -0.29122 4.94806
C -1.17302 -0.36898 4.30844
C 0.08249 -0.83530 4.68548
C 0.90369 -0.82367 3.55546
N 0.20921 -0.26716 2.51608
N -1.05009 0.01084 3.01880
C 2.26933 -1.32552 3.38946
H -2.38939 -0.37464 6.03729
H -2.99298 0.66761 4.70073
H -3.14970 -1.11945 4.60540
H 0.30842 -1.12888 5.70005
H -1.75337 0.54390 2.50612
H 2.47130 -2.19409 4.03022
H 2.48320 -1.65687 2.36790
H 3.01804 -0.55197 3.60454
```

Properties
Net charge   +3
DFT total energy   -2871.0837 hartree
LUMO (alpha / beta)   -9.4 / -9.3 eV
HOMO level (alpha / beta)   -14.83 / -14.87 eV
HOMO-LUMO gap (alpha / beta)   5.417 / 5.568 eV
2S+1   2



Entry 2:
ORCA calculation (ωB97M-V with the def2-TZVPD basis set) on 4 unconnected molecules or ions with the total composition C22H45F3N2O7 at a distorted geometry.

Geometry as XYZ:
```
79
C22H45F3N2O7 | the Open Molecules 2025 dataset | ωB97M-V with the def2-TZVPD basis set
C 2.53376 2.45355 2.55754
C 2.96437 0.95776 2.16149
N 2.09121 0.32898 1.13988
C 2.16506 0.99413 -0.17416
C 3.39309 0.30965 -0.97484
O 3.12987 -1.09172 -1.26451
C 4.13843 -1.92072 -0.78907
F 5.40127 -1.66562 -1.32599
F 4.25417 -1.96501 0.60185
F 3.79519 -3.22815 -1.19347
O 1.01271 0.80804 -1.01009
C -0.19106 1.27793 -0.39027
C -0.36707 2.86631 -0.40242
N -0.44015 3.43626 -1.80051
O -1.28397 0.75060 -1.18339
C -2.14073 -0.09731 -0.39229
C -1.46932 -1.46282 0.08587
C -2.22318 -1.89410 1.44662
O -1.49296 -2.51517 -0.89570
H 2.66467 2.69395 3.65331
H 1.43812 2.59218 2.24567
H 3.14314 3.14552 1.87347
H 4.06706 0.86465 1.87136
H 2.85563 0.33366 3.11954
H 2.21070 -0.68569 1.08011
H 2.38664 2.10520 -0.13479
H 3.51620 0.85303 -1.97929
H 4.38521 0.43061 -0.43795
H -0.34499 0.93581 0.67978
H -1.39566 3.09587 0.05480
H 0.39284 3.41525 0.25269
H 0.49253 3.79948 -2.02325
H -1.09666 4.22795 -1.68618
H -2.46593 0.48923 0.53631
H -3.03337 -0.35940 -1.06385
H -0.37463 -1.30765 0.40398
H -3.33662 -1.94463 1.23421
H -1.89997 -2.91879 1.81599
H -2.02071 -1.16302 2.29487
H -1.22087 -2.12782 -1.75859
C 7.72998 -1.22536 4.24767
C 6.40697 -1.82299 4.67479
C 5.57186 -0.58449 4.93619
O 6.05066 0.43451 4.04769
C 7.28566 -0.00497 3.46521
H 8.35011 -1.90457 3.66089
H 8.30021 -0.91678 5.12978
H 5.97545 -2.39727 3.84865
H 6.48037 -2.47846 5.54383
H 5.70452 -0.22449 5.96204
H 4.50663 -0.75254 4.76128
H 7.09143 -0.25556 2.41634
H 8.01670 0.80549 3.49991
C -5.87076 4.46090 -2.00957
C -4.99938 3.69600 -2.98378
C -3.61004 4.15965 -2.59330
O -3.64832 4.45114 -1.18867
C -5.01565 4.46299 -0.75632
H -6.85331 4.01305 -1.85337
H -6.01436 5.48608 -2.36589
H -5.09855 2.62062 -2.80480
H -5.23472 3.89032 -4.03118
H -3.33593 5.08094 -3.11951
H -2.84561 3.40549 -2.79054
H -5.18617 3.56127 -0.15803
H -5.19448 5.33727 -0.12678
C -3.58866 -4.45803 -3.04266
C -4.66743 -5.23711 -3.76515
C -5.74222 -5.34854 -2.70048
O -5.63291 -4.17991 -1.87799
C -4.40541 -3.50633 -2.19133
H -2.89553 -3.94403 -3.71045
H -3.01064 -5.13088 -2.40133
H -5.04073 -4.65438 -4.61352
H -4.33485 -6.20721 -4.13786
H -5.58089 -6.22430 -2.06263
H -6.74770 -5.40675 -3.12358
H -4.65572 -2.59374 -2.74485
H -3.89462 -3.22504 -1.26947
```

Properties
DFT total energy   -1800.9155 hartree
SMILES   CCN[C@@H](COC(F)(F)F)O[C@@H](CN)OC[C@@H](C)O.C1CCOC1.C1CCOC1.C1CCOC1
LUMO   0.7 eV
HOMO level   -9.16 eV
HOMO-LUMO gap   9.838 eV



Entry 3:
ORCA calculation (ωB97M-V with the def2-TZVPD basis set) on 3 unconnected molecules or ions with the total composition C22H45F5NO13PS2 at a distorted geometry.

Geometry as XYZ:
```
89
C22H45F5NO13PS2 | the Open Molecules 2025 dataset | ωB97M-V with the def2-TZVPD basis set
C 1.68946 3.11658 5.01599
C 0.50018 2.15478 5.03970
O -0.46850 2.52260 6.01511
C -1.74257 1.97327 5.78083
C -1.99912 0.63965 6.53182
C -1.58829 -0.56674 5.65508
C -0.70693 -1.57090 6.45565
C -0.07088 -2.48754 5.41808
S 1.31985 -3.48799 6.09086
O 1.99004 -2.79215 7.13385
O 0.76515 -4.72871 6.47925
C 2.59137 -3.88473 4.76134
F 3.76853 -3.81938 5.33808
F 2.32160 -5.08187 4.28999
C 2.58664 -2.90455 3.56645
F 3.58099 -3.14115 2.74903
F 2.72512 -1.67050 4.02415
F 1.48721 -3.01180 2.85470
O -0.95624 -3.39525 4.76920
S -2.53408 -3.05535 4.97945
O -3.20686 -3.62403 3.87869
O -2.99447 -3.58073 6.21047
C -2.79668 -1.25300 4.90565
P -2.94866 -0.79420 3.06240
N -3.68268 0.79291 2.96716
O -1.40940 -0.57121 2.40473
H 2.57647 2.51756 4.77614
H 1.60388 3.84718 4.20954
H 1.87346 3.57834 5.98666
H 0.88038 1.15616 5.32540
H 0.07062 2.06094 4.03227
H -1.95236 1.80421 4.71511
H -2.47843 2.70047 6.14703
H -1.45105 0.68045 7.47880
H -3.06127 0.58933 6.80072
H -0.92422 -0.18909 4.86680
H 0.10481 -0.96097 6.86547
H -1.24720 -2.08422 7.25155
H 0.37055 -1.83280 4.65323
H -3.76805 -1.06950 5.37333
H -3.79428 1.20044 3.89349
H -3.06124 1.37609 2.40435
H -0.72965 -1.04919 2.90489
C -0.70094 -0.76123 -2.83837
O -1.65592 0.27676 -2.90915
C -2.84182 -0.03043 -2.19261
C -3.54612 1.23622 -1.75393
O -2.95361 1.85118 -0.61464
C -1.71986 2.52877 -0.82824
C -1.86278 3.82885 -1.59393
O -1.96428 3.57957 -2.98670
C -2.61005 4.62867 -3.67369
H -1.09336 -1.67932 -3.28839
H 0.18196 -0.44234 -3.39063
H -0.41025 -0.94708 -1.79785
H -2.61088 -0.63807 -1.31010
H -3.50170 -0.60033 -2.86007
H -4.55473 0.96131 -1.43681
H -3.65091 1.94572 -2.57602
H -0.98241 1.86996 -1.28865
H -1.35421 2.77194 0.17326
H -0.97065 4.44814 -1.42827
H -2.74745 4.36738 -1.23419
H -3.63242 4.76326 -3.30210
H -2.65816 4.36094 -4.72783
H -2.05038 5.56538 -3.56871
C 0.19456 0.92997 -7.02263
O 1.13462 -0.09820 -7.25155
C 1.60271 -0.11646 -8.59035
C 2.97969 -0.74269 -8.66837
O 4.02728 0.12908 -8.26011
C 4.15061 0.37436 -6.86389
C 4.68607 -0.80846 -6.08265
O 3.65244 -1.74651 -5.82407
C 4.15195 -3.04564 -5.59707
H -0.69427 0.78888 -7.64741
H -0.09638 0.89062 -5.97383
H 0.64181 1.91100 -7.22047
H 1.64639 0.90078 -8.99617
H 0.89802 -0.71247 -9.18593
H 3.18477 -0.96090 -9.71922
H 3.02086 -1.69058 -8.12940
H 3.21382 0.74228 -6.44285
H 4.88083 1.18308 -6.78337
H 5.07225 -0.46017 -5.11509
H 5.49944 -1.27878 -6.64734
H 4.69627 -3.41025 -6.47584
H 3.30464 -3.70529 -5.41740
H 4.80936 -3.06231 -4.71989
```

Properties
DFT total energy   -3534.9820 hartree
SMILES   CCOCC[C@H]1C[C@@H](S(=O)(=O)C(F)(F)C(F)(F)F)OS(=O)(=O)[C@@H]1P(N)O.COCCOCCOC.COCCOCCOC
LUMO   0.2 eV
HOMO level   -8.58 eV
HOMO-LUMO gap   8.778 eV